This record from the Open Molecules 2025 dataset describes C38H34HfN8SSi as an isolated structure in a non-equilibrium geometry. The level of theory is ωB97M-V with the def2-TZVPD basis set.

ORCA input file:
```
! wB97M-V def2-TZVPD RIJCOSX def2/J DEFGRID3
* xyz 2 1
Hf -0.194 0.928 1.159
C -2.047 0.710 2.771
C -1.743 -0.635 2.438
C -0.486 -0.948 3.003
C -0.007 0.199 3.676
C -0.974 1.222 3.543
H -3.010 1.179 2.650
H -2.445 -1.343 2.023
H -0.030 -1.927 3.036
H 0.847 0.223 4.336
H -0.972 2.166 4.065
N 0.527 5.340 1.218
C 1.704 5.075 1.901
C 2.773 5.880 2.275
C 3.801 5.261 2.955
C 3.763 3.892 3.265
C 2.705 3.094 2.889
C 1.669 3.704 2.184
N 0.486 3.180 1.676
C -0.156 4.189 1.106
C -1.457 3.991 0.501
C -2.338 4.916 0.029
S -3.786 4.156 -0.454
C -3.138 2.648 -0.007
N -1.923 2.693 0.469
H 0.235 6.244 0.883
H 2.800 6.937 2.046
H 4.658 5.844 3.262
H 4.587 3.459 3.815
H 2.668 2.040 3.133
H -2.216 5.984 -0.051
H -3.702 1.732 -0.108
C 2.501 -4.057 -1.331
C 2.705 -3.890 0.032
C 2.643 -2.622 0.592
C 2.357 -1.503 -0.195
C 2.147 -1.690 -1.564
C 2.232 -2.954 -2.131
Si 2.274 0.226 0.569
C 2.803 1.439 -0.785
C 4.089 1.379 -1.324
C 4.477 2.235 -2.343
C 3.581 3.171 -2.844
C 2.292 3.238 -2.336
C 1.914 2.377 -1.317
H 2.563 -5.044 -1.770
H 2.919 -4.747 0.657
H 2.828 -2.499 1.655
H 1.932 -0.831 -2.193
H 2.105 -3.073 -3.200
H 3.300 0.245 1.651
H 4.792 0.647 -0.941
H 5.478 2.171 -2.750
H 3.885 3.846 -3.633
H 1.590 3.959 -2.738
H 0.887 2.426 -0.938
C -0.725 -2.576 -0.053
C -1.178 -1.526 -1.001
N -1.246 -0.214 -0.745
C -1.710 0.392 -1.902
C -1.928 -0.555 -2.839
N -1.596 -1.760 -2.260
C -1.616 -3.038 -2.988
N -2.070 -4.125 -2.197
N -1.181 -5.084 -1.797
N -1.765 -5.894 -1.020
C -3.080 -5.504 -0.854
C -4.110 -6.035 -0.076
C -5.315 -5.369 -0.091
C -5.514 -4.213 -0.866
C -4.510 -3.676 -1.644
C -3.289 -4.346 -1.615
H -0.193 -2.122 0.774
H -0.053 -3.276 -0.546
H -1.573 -3.145 0.339
H -1.840 1.457 -1.986
H -2.282 -0.473 -3.853
H -0.609 -3.289 -3.323
H -2.258 -2.895 -3.857
H -3.959 -6.934 0.506
H -6.138 -5.742 0.503
H -6.487 -3.739 -0.858
H -4.669 -2.801 -2.262
*
```

Values from the calculation:
Molecular weight = 841.4 g/mol
Energy relative to the best compared isomer or geometry (same formula, charge and spin) = 58.8 kJ/mol
Kohn-Sham gap = 0.2610 Ha

=====

This record from the Open Molecules 2025 dataset describes C38H34IrN3O3P2Te as an isolated structure. The level of theory is ωB97M-V with the def2-TZVPD basis set.

ORCA input file:
```
! wB97M-V def2-TZVPD RIJCOSX def2/J DEFGRID3
* xyz 1 2
Ir -0.096 -0.615 0.053
N -6.123 7.441 -1.632
C -5.517 6.485 -1.432
C -4.751 5.285 -1.183
C -3.395 5.378 -0.889
C -2.665 4.227 -0.648
C -3.277 2.977 -0.712
C -4.634 2.892 -1.008
C -5.372 4.039 -1.238
C -2.469 1.748 -0.451
C -2.319 0.823 -1.481
C -2.930 0.802 -2.756
C -2.580 -0.401 -3.342
C -1.750 -1.061 -2.418
N -1.591 -0.335 -1.320
C -1.974 1.572 0.835
C -2.372 2.298 1.990
C -1.845 1.655 3.086
C -1.110 0.559 2.593
N -1.174 0.511 1.266
H -2.922 6.350 -0.848
H -1.609 4.290 -0.414
H -5.114 1.922 -1.041
H -6.430 3.978 -1.456
H -3.566 1.571 -3.165
H -2.886 -0.778 -4.306
H -1.270 -2.025 -2.515
H -3.020 3.159 1.982
H -1.971 1.911 4.127
H -0.557 -0.172 3.152
C 5.098 -4.028 0.763
C 5.203 -3.052 1.742
C 4.125 -2.221 2.026
C 2.932 -2.374 1.327
C 2.829 -3.363 0.342
C 3.909 -4.186 0.062
P 1.448 -1.393 1.691
C 1.877 -0.386 3.096
C 2.461 0.850 2.856
C 2.793 1.676 3.913
C 2.531 1.266 5.216
C 1.941 0.030 5.452
C 1.617 -0.799 4.390
C 0.133 -2.584 2.017
C -0.058 -3.679 2.852
C -1.247 -4.384 2.730
C -2.198 -3.998 1.790
C -1.988 -2.923 0.940
C -0.795 -2.216 1.039
H 5.940 -4.674 0.549
H 6.126 -2.936 2.295
H 4.217 -1.464 2.794
H 1.887 -3.509 -0.181
H 3.819 -4.959 -0.691
H 2.639 1.177 1.837
H 3.244 2.639 3.726
H 2.781 1.914 6.047
H 1.731 -0.290 6.465
H 1.146 -1.770 4.575
H 0.691 -3.974 3.580
H -1.442 -5.238 3.368
H -3.124 -4.557 1.723
H -2.738 -2.650 0.206
C 1.338 -2.806 -3.329
C 2.304 -1.912 -2.597
O 1.564 -0.972 -1.757
P 1.592 0.606 -2.084
O 0.837 1.231 -0.977
Te 3.847 1.471 -2.099
O 0.939 0.677 -3.494
C 1.287 1.500 -4.649
C 0.510 2.791 -4.618
H 1.899 -3.500 -3.959
H 0.667 -2.225 -3.961
H 0.742 -3.393 -2.626
H 2.928 -1.343 -3.286
H 2.960 -2.459 -1.926
H 1.037 0.887 -5.509
H 2.363 1.676 -4.650
H -0.560 2.585 -4.559
H 0.708 3.361 -5.526
H 0.800 3.398 -3.759
*
```

Values from the calculation:
Molecular weight = 962.5 g/mol
Energy relative to the best compared isomer or geometry (same formula, charge and spin) = 86.7 kJ/mol
Kohn-Sham gap (alpha / beta) = 0.2545 / 0.1648 Ha
⟨S²⟩ = 0.7532

=====

This record from the Open Molecules 2025 dataset describes C38H34IrN8O3PS as an isolated structure. The level of theory is ωB97M-V with the def2-TZVPD basis set.

ORCA input file:
```
! wB97M-V def2-TZVPD RIJCOSX def2/J DEFGRID3
* xyz 2 1
Ir 0.140 0.675 -0.103
N 3.924 1.772 -1.609
C 3.053 0.787 -1.410
N 1.985 1.303 -0.820
C 2.278 2.629 -0.698
N 3.455 2.950 -1.163
C 1.301 3.516 -0.089
C 1.520 4.878 0.058
N 0.629 5.661 0.649
C -0.473 5.074 1.090
C -0.717 3.716 0.919
N 0.171 2.925 0.327
H 4.836 1.721 -2.039
H 3.207 -0.240 -1.701
H 2.436 5.326 -0.306
H -1.201 5.698 1.594
H -1.643 3.279 1.250
O -2.210 1.081 1.548
N -1.693 0.176 0.622
C -2.448 -0.837 0.469
C -2.162 -2.080 -0.236
C -3.271 -2.907 -0.426
C -3.139 -4.164 -0.991
C -1.884 -4.614 -1.363
C -0.772 -3.805 -1.173
C -0.889 -2.543 -0.603
P 0.604 -1.534 -0.423
C 1.498 -1.935 -1.982
C 2.709 -2.633 -1.943
C 3.378 -2.956 -3.117
C 2.850 -2.592 -4.346
C 1.636 -1.920 -4.397
C 0.964 -1.602 -3.227
C 1.717 -2.223 0.832
C 1.545 -3.524 1.298
C 2.413 -4.043 2.245
C 3.450 -3.267 2.744
C 3.613 -1.965 2.297
C 2.746 -1.441 1.349
H -1.495 1.116 2.212
H -3.393 -0.791 1.001
H -4.247 -2.561 -0.111
H -4.010 -4.790 -1.129
H -1.763 -5.595 -1.803
H 0.199 -4.165 -1.490
H 3.150 -2.920 -0.999
H 4.313 -3.498 -3.065
H 3.372 -2.843 -5.260
H 1.204 -1.652 -5.352
H -0.003 -1.125 -3.298
H 0.725 -4.134 0.945
H 2.270 -5.054 2.603
H 4.119 -3.671 3.492
H 4.403 -1.346 2.701
H 2.861 -0.408 1.052
C -4.618 2.688 -5.012
C -4.074 2.629 -3.628
C -4.693 3.121 -2.510
C -4.051 2.977 -1.275
N -2.850 2.399 -1.151
C -2.264 1.915 -2.230
S -0.732 1.133 -2.319
N -2.880 2.022 -3.446
C -4.706 3.461 -0.026
H -5.499 3.322 -5.049
H -4.899 1.687 -5.347
H -3.872 3.080 -5.705
H -5.652 3.610 -2.588
H -2.396 1.627 -4.244
H -5.452 4.225 -0.232
H -3.965 3.849 0.666
H -5.208 2.618 0.457
O -0.174 -1.397 2.347
C 0.423 -0.390 2.694
O 0.580 0.667 1.908
C 1.069 -0.266 4.026
C 0.783 -1.224 4.995
C 1.404 -1.159 6.232
C 2.315 -0.144 6.497
C 2.604 0.810 5.530
C 1.978 0.754 4.296
H 0.082 -2.013 4.763
H 1.180 -1.898 6.989
H 2.801 -0.097 7.463
H 3.314 1.598 5.743
H 2.193 1.493 3.536
*
```

Values from the calculation:
Molecular weight = 906.0 g/mol
Energy relative to the best compared isomer or geometry (same formula, charge and spin) = 2.9 kJ/mol
Kohn-Sham gap = 0.2836 Ha